--- A ---
Molecular formula: C2HClN2O
Method: DFT, the ωB97M-V functional and the def2-TZVPD basis

Results
- structure (SMILES) = N#CC#[N+][O-].Cl
- E_HOMO (Eh) = -0.387
- gap between HOMO and LUMO (eV) = 10.668

The geometry in ORCA input format:
```
! RIJCOSX wB97M-V def2-TZVPD def2/J DEFGRID3
* xyz 0 1
N 0.3824 -0.9809 -2.2705
C 0.5255 -0.8102 -1.1362
C 0.6187 -0.5141 0.1894
N 0.5331 -0.3888 1.3489
O 0.4669 -0.1797 2.4816
Cl -0.8275 1.6044 -0.7532
H -1.6991 1.2692 0.1400
*
```

Mulliken population analysis, charges in e, atoms 1 to 2:
1. N -0.405
2. C 0.008


--- B ---
Molecular formula: C2HClN2O
Method: DFT, the ωB97M-V functional and the def2-TZVPD basis

Results
- structure (SMILES) = Clc1conn1
- E_HOMO (Eh) = -0.381
- gap between HOMO and LUMO (eV) = 10.891

The geometry in ORCA input format:
```
! RIJCOSX wB97M-V def2-TZVPD def2/J DEFGRID3
* xyz 0 1
Cl -0.7593 2.0637 1.0386
C -0.0955 0.5308 0.5187
C -0.4094 -0.0390 -0.6589
O 0.2825 -1.1690 -0.7844
N 1.1380 -1.2401 0.2887
N 0.9716 -0.2222 1.0659
H -1.1279 0.0757 -1.4685
*
```

Mulliken population analysis, charges in e, atoms 1 to 2:
1. Cl -0.154
2. C 0.131


--- C ---
Molecular formula: C2HClN2O
Method: DFT, the ωB97M-V functional and the def2-TZVPD basis

Results
- E_HOMO (spin up / spin down) (Eh) = -0.343 / -0.343
- gap between HOMO and LUMO (spin up / spin down) (eV) = 9.171 / 9.172

The geometry in ORCA input format:
```
! RIJCOSX wB97M-V def2-TZVPD def2/J DEFGRID3
* xyz 0 1
C -0.7636 1.2228 0.9297
C -0.4877 -1.3003 -0.0159
N 0.3387 -0.4959 -0.4583
N 0.9431 0.5509 -0.5312
O -0.1615 1.8899 1.6331
Cl -1.6749 -2.2412 -0.7875
H 1.8058 0.3738 -0.7700
*
```

Mulliken population analysis, charges in e, atoms 1 to 2:
1. C 0.144
2. C 0.207


List of relative energies, unit hartree: A 0.0548; B 0.0000; C 0.0749


--- A ---
Molecular formula: C4H8N2
Method: DFT, the ωB97M-V functional and the def2-TZVPD basis

Results
- E_HOMO (spin up / spin down) (Eh) = -0.751 / -0.751
- gap between HOMO and LUMO (spin up / spin down) (eV) = 9.145 / 9.145

The geometry in ORCA input format:
```
! RIJCOSX wB97M-V def2-TZVPD def2/J DEFGRID3
* xyz 2 1
C -1.8239 1.1696 0.1607
C 0.0286 0.7738 -0.2701
C 2.6477 0.1599 0.1411
C -1.4761 -1.4046 -0.0244
N -0.5850 1.9098 -0.1319
N -1.2664 0.0254 -0.0032
H -2.6132 1.6815 0.5648
H 3.0804 -0.1479 -0.8743
H 2.1886 -0.5256 0.8128
H 2.5887 1.1687 0.7105
H -0.9920 -1.8875 -0.8494
H -2.5402 -1.7632 -0.2241
H -1.2114 -1.8677 0.9308
H -0.2212 2.8935 -0.3540
*
```

Mulliken population analysis, charges in e, atoms 1 to 2:
1. C 0.169
2. C -0.135


--- B ---
Molecular formula: C4H8N2
Method: DFT, the ωB97M-V functional and the def2-TZVPD basis

Results
- structure (SMILES) = C=[N+]1CCC1=[NH2+]
- E_HOMO (Eh) = -0.793
- gap between HOMO and LUMO (eV) = 9.913

The geometry in ORCA input format:
```
! RIJCOSX wB97M-V def2-TZVPD def2/J DEFGRID3
* xyz 2 1
C 1.4369 -1.3488 -0.0928
N 0.5717 -0.4134 0.0530
C 0.9025 0.9690 0.1959
C -0.5570 1.3517 -0.1666
C -0.8643 -0.0721 0.0419
N -1.8361 -0.9387 -0.0120
H 2.5688 -1.0813 0.0633
H 1.2389 -2.4905 -0.0874
H 1.8243 1.5155 -0.3041
H 1.1286 1.3023 1.2114
H -0.6162 1.6487 -1.2038
H -1.2403 2.0704 0.3895
H -2.7518 -0.6068 -0.2702
H -1.8060 -1.9059 0.1819
*
```

Mulliken population analysis, charges in e, atoms 1 to 2:
1. C 0.071
2. N 0.180


List of relative energies, unit hartree: A 0.1763; B 0.0000


--- A ---
Molecular formula: C4H8N2
Method: DFT, the ωB97M-V functional and the def2-TZVPD basis

Results
- E_HOMO (spin up / spin down) (Eh) = -0.737 / -0.692
- gap between HOMO and LUMO (spin up / spin down) (eV) = 9.866 / 6.476

The geometry in ORCA input format:
```
! RIJCOSX wB97M-V def2-TZVPD def2/J DEFGRID3
* xyz 2 1
C -1.3457 1.3536 1.2474
C -0.6026 0.4365 0.4537
C -2.3876 2.2882 1.5532
C 1.5137 -1.1645 -0.5623
N -0.5558 0.3870 1.7741
N 0.9872 -2.2323 -1.2795
H -3.2191 1.7760 1.0427
H -2.2904 3.2497 1.1001
H -2.6752 2.4129 2.6142
H 1.7523 -1.3349 0.5159
H 1.8326 -0.2929 -1.1157
H -0.0959 -2.1755 -1.5990
H 1.0199 -3.1808 -0.7390
H 1.6062 -2.2974 -2.1607
*
```

Mulliken population analysis, charges in e, atoms 1 to 2:
1. C 0.606
2. C 0.106


--- B ---
Molecular formula: C4H8N2
Method: DFT, the ωB97M-V functional and the def2-TZVPD basis

Results
- structure (SMILES) = C#[N+]/C(C)=[NH+]\C
- E_HOMO (Eh) = -0.787
- gap between HOMO and LUMO (eV) = 10.868

The geometry in ORCA input format:
```
! RIJCOSX wB97M-V def2-TZVPD def2/J DEFGRID3
* xyz 2 1
C 2.5121 -0.9440 -0.0899
N 1.6119 -0.3524 0.2241
C 0.0913 0.5832 0.0937
C 0.4336 1.9598 -0.0264
N -0.9126 -0.2131 -0.0106
C -1.0519 -1.5830 -0.1071
H 3.4255 -1.5058 -0.3092
H -0.1347 2.2031 -0.9516
H 1.4451 2.1210 -0.0410
H -0.2574 2.5704 0.5990
H -1.7928 0.2535 -0.2171
H -1.2475 -1.7584 -1.1602
H -2.0541 -1.9268 0.2910
H -0.1580 -2.0898 0.2557
*
```

Mulliken population analysis, charges in e, atoms 1 to 2:
1. C 0.165
2. N -0.171


List of relative energies, unit hartree: A 0.1053; B 0.0000


--- A ---
Molecular formula: C7H8O
Method: DFT, the ωB97M-V functional and the def2-TZVPD basis

Results
- structure (SMILES) = O=C1[C@H]2C[C@@H]3[C@H](C2)[C@H]13
- E_HOMO (Eh) = -0.347
- gap between HOMO and LUMO (eV) = 10.357

The geometry in ORCA input format:
```
! RIJCOSX wB97M-V def2-TZVPD def2/J DEFGRID3
* xyz 0 1
O -2.2574 0.4571 -0.2380
C -1.1030 -0.0673 -0.2062
C 0.0486 0.5543 -0.9640
C 0.6955 1.2877 0.3700
C 0.7285 0.0004 1.1738
C 0.9625 -1.0942 0.2804
C 1.1990 -0.5193 -1.1594
C -0.4574 -0.8307 0.8360
H -0.5757 1.2078 -1.7695
H 0.1409 2.1795 0.6852
H 1.6659 1.9157 0.0829
H 1.1461 0.1205 2.2227
H 1.4278 -2.0833 0.7179
H 0.8480 -1.1300 -2.1011
H 2.1596 -0.3684 -1.3542
H -1.1951 -1.4835 1.4368
*
```

Mulliken population analysis, charges in e, atoms 1 to 2:
1. O -0.641
2. C 0.699


--- B ---
Molecular formula: C7H8O
Method: DFT, the ωB97M-V functional and the def2-TZVPD basis

Results
- structure (SMILES) = COc1ccccc1
- E_HOMO (Eh) = -0.327
- gap between HOMO and LUMO (eV) = 9.894

The geometry in ORCA input format:
```
! RIJCOSX wB97M-V def2-TZVPD def2/J DEFGRID3
* xyz 0 1
C 2.0664 1.2290 1.1730
O 1.2135 0.1380 1.4085
C 0.2519 -0.1275 0.4046
C -0.7138 -0.9511 0.8527
C -1.7232 -1.3378 0.0200
C -1.7712 -0.8556 -1.2974
C -0.8129 -0.0297 -1.7304
C 0.2211 0.3851 -0.8078
H 2.7367 0.9419 0.5236
H 1.5635 2.0655 1.0602
H 2.7578 1.6376 1.9444
H -0.7571 -1.3962 1.8148
H -2.5743 -1.8219 0.4518
H -2.6638 -1.0838 -2.1292
H -0.7201 0.2159 -2.6782
H 0.9255 0.9907 -1.0106
*
```

Mulliken population analysis, charges in e, atoms 1 to 2:
1. C -1.137
2. O -0.398


--- C ---
Molecular formula: C7H8O
Method: DFT, the ωB97M-V functional and the def2-TZVPD basis

Results
- structure (SMILES) = C1[C@@H]2[C@H]3O[C@H]4[C@@H]2[C@H]4[C@@H]13
- E_HOMO (Eh) = -0.318
- gap between HOMO and LUMO (eV) = 9.696

The geometry in ORCA input format:
```
! RIJCOSX wB97M-V def2-TZVPD def2/J DEFGRID3
* xyz 0 1
C -1.6543 0.0774 0.0931
C -0.4790 0.6124 0.8586
C 0.0870 1.1982 -0.3325
O 1.4822 1.1876 -0.2347
C 1.7788 -0.1969 0.1082
C 0.4190 -0.5967 0.9062
C 0.5070 -0.9925 -0.4271
C -0.5293 -0.2211 -1.0331
H -2.1905 0.8375 -0.3064
H -2.3836 -0.7934 0.2348
H -0.4931 1.0403 1.8806
H -0.2989 2.1269 -0.5678
H 2.7225 -0.6232 -0.0719
H 0.7626 -1.2620 1.9038
H 0.6549 -1.8898 -0.9456
H -0.3851 -0.5047 -2.0659
*
```

Mulliken population analysis, charges in e, atoms 1 to 2:
1. C -0.639
2. C -0.070


List of relative energies, unit hartree: A 0.0182; B 0.0000; C 0.0872


--- A ---
Molecular formula: C4H5BrO
Method: DFT, the ωB97M-V functional and the def2-TZVPD basis

Results
- E_HOMO (Eh) = -0.326
- gap between HOMO and LUMO (eV) = 9.248

The geometry in ORCA input format:
```
! RIJCOSX wB97M-V def2-TZVPD def2/J DEFGRID3
* xyz 0 1
C -2.0057 1.2429 1.8753
C -3.0487 0.7769 1.1509
C 0.4676 -0.0986 0.6188
C 1.5071 0.5523 -0.0828
O -0.5266 0.4802 1.0873
Br -3.2669 -0.2488 -0.3897
H -4.0416 1.0440 1.5407
H 0.5580 -1.2190 0.7607
H 2.3242 0.1376 0.4553
H 1.4164 1.7263 -0.0334
H 1.4696 0.2247 -1.1278
*
```

Mulliken population analysis, charges in e, atoms 1 to 2:
1. C -0.325
2. C -0.119


--- B ---
Molecular formula: C4H5BrO
Method: DFT, the ωB97M-V functional and the def2-TZVPD basis

Results
- E_HOMO (spin up / spin down) (Eh) = -0.325 / -0.291
- gap between HOMO and LUMO (spin up / spin down) (eV) = 8.916 / 7.859

The geometry in ORCA input format:
```
! RIJCOSX wB97M-V def2-TZVPD def2/J DEFGRID3
* xyz 0 1
C 0.0651 0.7906 -0.0880
C -0.3551 -0.6417 -0.3912
C -1.7561 -1.0168 -0.6111
C 1.2822 0.5591 0.7201
O -1.2191 -1.2314 0.6704
Br 2.8128 0.1818 -0.1655
H 0.3957 1.3098 -0.8825
H -0.7353 1.1748 0.4641
H 0.4776 -1.2386 -0.6791
H -2.4640 -0.3363 -0.8410
H 1.4961 0.4486 1.8039
*
```

Mulliken population analysis, charges in e, atoms 1 to 2:
1. C -0.497
2. C 0.095


List of relative energies, unit hartree: A 0.0000; B 0.0113


--- A ---
Molecular formula: C3H5N3O
Method: DFT, the ωB97M-V functional and the def2-TZVPD basis

Results
- structure (SMILES) = OCc1nc[nH]n1
- E_HOMO (Eh) = -0.356
- gap between HOMO and LUMO (eV) = 10.472

The geometry in ORCA input format:
```
! RIJCOSX wB97M-V def2-TZVPD def2/J DEFGRID3
* xyz 0 1
O -2.3432 0.7918 -0.5044
C -1.5622 -0.1150 0.2018
C -0.1640 0.3181 0.5679
N 0.5298 -0.7459 1.0703
C 1.6518 -0.7005 0.4073
N 1.6992 0.4251 -0.3389
N 0.5262 1.0996 -0.2481
H -1.7209 1.2549 -1.0826
H -1.2445 -0.9525 -0.4466
H -2.1104 -0.5627 1.0315
H 2.3146 -1.5562 0.3022
H 2.4236 0.7434 -0.9605
*
```

Mulliken population analysis, charges in e, atoms 1 to 2:
1. O -0.520
2. C -0.323


--- B ---
Molecular formula: C3H5N3O
Method: DFT, the ωB97M-V functional and the def2-TZVPD basis

Results
- E_HOMO (Eh) = -0.334
- gap between HOMO and LUMO (eV) = 9.309

The geometry in ORCA input format:
```
! RIJCOSX wB97M-V def2-TZVPD def2/J DEFGRID3
* xyz 0 1
N -1.6352 -0.8664 0.9411
C -0.5474 -1.6024 1.2033
N 0.4245 -2.1931 1.4504
C 1.5773 0.5546 -0.0269
O 1.6258 -0.5929 -0.6350
C 0.7183 1.4892 -0.7851
N -0.5535 1.3743 -0.7178
H -2.4383 -1.3990 0.6370
H -1.4298 -0.0398 0.3615
H 2.0487 -1.2411 -0.0399
H 1.2313 2.3462 -1.2398
H -1.0216 2.1704 -1.1490
*
```

Mulliken population analysis, charges in e, atoms 1 to 2:
1. N -0.473
2. C 0.494


List of relative energies, unit hartree: A 0.0000; B 0.0728


--- A ---
Molecular formula: C3H5N3O
Method: DFT, the ωB97M-V functional and the def2-TZVPD basis

Results
- E_HOMO (Eh) = -0.319
- gap between HOMO and LUMO (eV) = 8.063

The geometry in ORCA input format:
```
! RIJCOSX wB97M-V def2-TZVPD def2/J DEFGRID3
* xyz 0 1
C -0.4362 0.0351 -0.2684
C 0.6589 1.0048 -0.2605
C 1.9006 0.0511 0.2407
H -3.4556 -0.0260 1.0604
H 0.9621 1.4748 -1.2102
H 0.2793 1.8607 0.4921
H 2.9118 0.3402 0.3414
H -0.1785 -2.1863 0.3584
N -1.6270 0.3318 -0.1333
N 1.5028 -1.2172 -0.0469
N 0.1581 -1.1298 -0.4904
O -2.6765 -0.5392 -0.0833
*
```

Mulliken population analysis, charges in e, atoms 1 to 2:
1. C 0.395
2. C -0.256


--- B ---
Molecular formula: C3H5N3O
Method: DFT, the ωB97M-V functional and the def2-TZVPD basis

Results
- E_HOMO (Eh) = -0.330
- gap between HOMO and LUMO (eV) = 9.609

The geometry in ORCA input format:
```
! RIJCOSX wB97M-V def2-TZVPD def2/J DEFGRID3
* xyz 0 1
O -2.0468 1.0069 0.2841
C -1.9624 -0.3541 0.0942
C 0.0925 -0.4586 0.0080
N 0.6368 0.4400 -0.7014
N 1.9681 0.3936 -0.2736
C 2.3507 -0.5914 0.4813
N -0.6671 -1.1645 0.6198
H -1.5449 1.4905 -0.3925
H -2.1040 -0.6422 -0.9567
H -2.6364 -0.8412 0.7683
H 2.4978 1.1693 -0.6454
H 3.4157 -0.4481 0.7140
*
```

Mulliken population analysis, charges in e, atoms 1 to 2:
1. O -0.498
2. C -0.260


List of relative energies, unit hartree: A 0.0976; B 0.0000


--- A ---
Molecular formula: C3H5N3O
Method: DFT, the ωB97M-V functional and the def2-TZVPD basis

Results
- structure (SMILES) = C1=CN1.NN=C=O
- E_HOMO (Eh) = -0.301
- gap between HOMO and LUMO (eV) = 8.977

The geometry in ORCA input format:
```
! RIJCOSX wB97M-V def2-TZVPD def2/J DEFGRID3
* xyz 0 1
C 1.2182 -1.7994 -0.2665
C 0.9280 -0.7133 0.3535
N 1.4279 -0.5513 -1.0405
H 1.3621 -2.8402 -0.3918
H 0.6416 -0.1021 1.1683
H 2.4249 -0.2831 -1.0668
N -0.9539 1.7882 0.9064
N -1.6182 0.9743 0.0052
C -1.5776 -0.1346 -0.4370
O -1.8273 -1.1039 -1.0243
H -1.6646 2.3222 1.4039
H -0.3612 2.4432 0.3897
*
```

Mulliken population analysis, charges in e, atoms 1 to 2:
1. C -0.115
2. C -0.514


--- B ---
Molecular formula: C3H5N3O
Method: DFT, the ωB97M-V functional and the def2-TZVPD basis

Results
- E_HOMO (Eh) = -0.344
- gap between HOMO and LUMO (eV) = 8.718

The geometry in ORCA input format:
```
! RIJCOSX wB97M-V def2-TZVPD def2/J DEFGRID3
* xyz 0 1
C -0.6063 1.8878 -1.3302
C -0.0298 -0.1425 -0.0415
C -1.2037 -0.1593 0.8096
H -0.4075 1.9348 -2.4951
H -2.0088 1.7691 -1.4193
H -0.3594 2.8259 -1.0734
H 0.8873 -1.9302 0.5750
H 2.0507 0.0277 -0.6454
N 0.3048 0.8737 -0.8684
N 0.8960 -1.0073 0.5220
N -1.8767 -0.6597 1.8672
O 1.9510 -1.0737 -0.2769
*
```

Mulliken population analysis, charges in e, atoms 1 to 2:
1. C -0.792
2. C 0.703


List of relative energies, unit hartree: A 0.0000; B 0.0936